[1]
64
Properties=species:S:1:pos:R:3:forces:R:3 method="wB97M-V/def2-TZVPD" smiles="COCCC(=O)N(Cc1ccc2c(c1)OCO2)[C@@H](C(=O)NC1CCCCC1)c1ccncc1" de_lowest_kcal_mol=24.8 e_homo_ev=-8.09 max_force_ev_per_a=1.3
C 0.3515 0.7128 5.6453 0.0 0.1 0.0
O -0.4618 -0.2886 5.0865 -0.1 0.0 0.0
C 0.0018 -0.8069 3.8649 -0.1 -0.2 -0.3
C -0.2108 0.1440 2.6786 0.0 -0.4 0.4
C 0.1064 -0.5632 1.3758 -0.1 0.3 0.2
O 0.2721 -1.7733 1.3193 0.1 -0.4 0.2
N 0.2102 0.2089 0.2701 0.1 -0.1 -0.3
C -0.1693 1.6008 0.1730 -0.1 0.4 0.1
C 1.0135 2.5425 0.1267 0.0 0.2 0.1
C 0.9045 3.7401 -0.5623 -0.1 -0.2 0.2
C 1.9671 4.6331 -0.6651 0.4 0.1 0.1
C 3.1450 4.2739 -0.0585 -0.2 -0.6 0.3
C 3.2602 3.0741 0.6446 -0.3 0.5 -0.3
C 2.2104 2.1991 0.7609 0.2 0.3 0.1
O 4.5294 2.9582 1.1424 -0.4 -0.3 0.1
C 5.2224 4.1070 0.7000 1.2 0.2 0.2
O 4.3376 4.9412 -0.0154 -0.4 0.2 -0.2
C 0.5537 -0.4626 -0.9919 -0.1 -0.2 0.0
C -0.7939 -0.8393 -1.6364 0.5 -0.2 0.2
O -1.4148 -0.1145 -2.3895 -0.2 0.3 -0.3
N -1.2338 -2.0302 -1.2022 -0.1 -0.4 0.1
C -2.5550 -2.5456 -1.5035 0.0 -0.1 0.1
C -3.4805 -2.3864 -0.2944 -0.2 0.2 -0.3
C -4.8643 -2.9483 -0.6050 0.1 -0.2 0.3
C -4.7676 -4.4153 -1.0119 -0.2 0.2 -0.3
C -3.8478 -4.5715 -2.2189 0.1 -0.2 0.3
C -2.4610 -4.0156 -1.9093 -0.2 0.2 -0.3
C 1.5039 0.3708 -1.8129 0.1 -0.1 -0.3
C 1.1037 1.2784 -2.7847 0.1 -0.1 -0.1
C 2.0754 2.0286 -3.4303 -0.3 0.0 0.0
N 3.3674 1.9365 -3.1728 0.4 0.3 -0.3
C 3.7506 1.0565 -2.2639 0.1 -0.3 0.2
C 2.8692 0.2499 -1.5657 -0.2 0.0 -0.2
H -0.0433 0.9071 6.6408 0.1 0.1 0.0
H 1.3926 0.3776 5.7268 0.0 0.0 0.0
H 0.3236 1.6419 5.0641 0.0 0.0 0.0
H -0.5702 -1.7219 3.6960 0.2 0.1 0.0
H 1.0660 -1.0731 3.9355 -0.1 0.0 0.0
H -1.2602 0.4525 2.6737 0.0 0.1 0.0
H 0.4139 1.0320 2.7836 -0.1 0.1 -0.1
H -0.7597 1.7211 -0.7411 0.0 0.0 0.1
H -0.8173 1.8620 1.0132 0.0 -0.1 -0.1
H -0.0287 3.9848 -1.0457 -0.1 0.0 -0.1
H 1.8787 5.5574 -1.2095 0.0 0.1 -0.1
H 2.3249 1.2697 1.2935 0.0 -0.2 0.0
H 6.0554 3.8044 0.0446 -0.2 0.0 0.1
H 5.6228 4.6524 1.5687 -0.2 -0.1 -0.2
H 1.0705 -1.3862 -0.7055 -0.1 0.2 -0.1
H -0.7288 -2.4893 -0.4537 0.1 0.2 0.0
H -2.9358 -1.9487 -2.3388 0.0 -0.1 0.1
H -3.5536 -1.3289 -0.0314 0.1 0.0 0.0
H -3.0473 -2.9177 0.5571 0.1 0.0 0.1
H -5.5082 -2.8449 0.2705 -0.1 0.1 0.0
H -5.3110 -2.3747 -1.4200 -0.1 0.1 0.0
H -5.7609 -4.8008 -1.2493 0.0 -0.1 0.1
H -4.3728 -4.9983 -0.1768 0.0 -0.1 0.1
H -3.7686 -5.6248 -2.4945 0.0 0.0 -0.1
H -4.2711 -4.0331 -3.0696 0.0 0.0 -0.1
H -1.8116 -4.1130 -2.7812 0.1 0.0 0.0
H -2.0143 -4.5823 -1.0886 0.1 -0.1 0.1
H 0.0639 1.3874 -3.0438 -0.1 0.0 0.0
H 1.8025 2.7482 -4.1907 -0.1 0.1 -0.1
H 4.8171 0.9971 -2.0885 0.1 -0.1 0.1
H 3.2358 -0.4530 -0.8326 0.1 -0.1 0.1

---

[2]
65
Properties=species:S:1:pos:R:3:forces:R:3 method="wB97M-V/def2-TZVPD" smiles="NC(=O)C[C@@H](NC(=O)c1ccccc1)c1ccc(N2CCC(N3CCCC3)CC2)c([N+](=O)[O-])c1" de_lowest_kcal_mol=109.7 e_homo_ev=-7.94 max_force_ev_per_a=1.3
N -2.8250 -1.9325 2.5447 -0.1 0.3 0.5
C -2.4382 -2.6848 1.5030 -0.4 -0.2 -0.1
O -1.4110 -3.3296 1.4827 0.3 -0.2 -0.1
C -3.4304 -2.6835 0.3369 0.0 -0.1 0.0
C -3.1380 -1.5595 -0.6869 0.3 -0.1 0.2
N -4.1184 -0.4773 -0.6836 0.0 0.0 -0.4
C -4.7901 0.1017 0.3326 -0.1 0.0 -0.3
O -4.7942 -0.2823 1.4921 0.0 -0.1 0.2
C -5.6035 1.2837 -0.0854 -0.1 0.3 0.1
C -5.1319 2.2230 -0.9975 0.0 -0.1 0.1
C -5.9097 3.3190 -1.3259 0.0 0.1 -0.1
C -7.1611 3.4821 -0.7546 0.0 0.1 0.0
C -7.6289 2.5569 0.1641 0.0 0.0 0.0
C -6.8492 1.4677 0.5057 0.1 -0.1 0.0
C -1.7308 -1.0340 -0.5033 0.1 0.2 -0.3
C -1.4354 -0.0211 0.4105 0.0 -0.1 -0.2
C -0.1384 0.3546 0.6617 0.1 0.0 0.0
C 0.9539 -0.2540 0.0136 -0.3 -0.3 -0.2
N 2.2384 0.0131 0.3720 0.2 0.2 0.0
C 3.2255 -1.0318 0.5414 0.3 -0.2 -0.2
C 4.5805 -0.6117 -0.0178 0.0 0.0 0.3
C 5.0573 0.6641 0.6786 -0.2 0.1 -0.3
N 6.2841 1.1620 0.0888 0.0 -0.2 0.1
C 7.3595 0.1952 -0.0587 0.1 -0.1 -0.1
C 8.5758 1.0728 -0.3189 -0.1 -0.1 0.1
C 8.3661 2.2108 0.6769 0.0 0.0 -0.1
C 6.8383 2.3376 0.7590 -0.1 0.4 0.0
C 3.9555 1.7174 0.5243 0.0 -0.2 0.3
C 2.6133 1.2214 1.0651 0.1 0.3 -0.1
C 0.6267 -1.1790 -1.0071 -0.9 0.4 0.9
N 1.5769 -1.6362 -1.9709 0.5 -0.2 -0.7
O 1.3304 -2.6636 -2.5752 0.0 -0.2 0.0
O 2.5473 -0.9363 -2.2026 0.1 0.0 -0.1
C -0.6890 -1.5860 -1.2153 0.1 0.1 0.1
H -2.2075 -1.8398 3.3338 0.1 -0.1 -0.1
H -3.6235 -1.3148 2.4495 0.1 -0.1 0.0
H -4.4472 -2.5890 0.7121 0.0 -0.1 -0.1
H -3.3234 -3.6442 -0.1661 0.0 0.0 0.1
H -3.2062 -1.9977 -1.6895 0.0 0.1 0.2
H -4.2157 -0.0245 -1.5796 -0.1 0.0 0.1
H -4.1448 2.1225 -1.4286 0.1 0.0 0.0
H -5.5363 4.0498 -2.0278 0.0 0.1 0.0
H -7.7666 4.3361 -1.0190 0.0 0.1 0.0
H -8.5996 2.6877 0.6180 -0.1 0.0 0.0
H -7.1926 0.7444 1.2297 0.0 0.0 0.1
H -2.2337 0.4546 0.9604 -0.1 0.1 0.1
H 0.0439 1.0966 1.4220 0.1 0.0 0.1
H 2.8888 -1.9578 0.0785 0.0 0.1 0.1
H 3.3294 -1.2252 1.6219 0.0 -0.1 -0.1
H 5.2849 -1.4276 0.1401 0.1 0.0 0.0
H 4.4874 -0.4242 -1.0866 0.1 0.0 0.0
H 5.1975 0.4458 1.7615 0.0 0.0 -0.1
H 7.1497 -0.4767 -0.8910 0.0 -0.1 0.1
H 7.5105 -0.4052 0.8562 0.0 0.0 0.0
H 9.5158 0.5449 -0.1707 0.0 0.0 0.0
H 8.5364 1.4526 -1.3392 0.0 0.0 -0.1
H 8.8390 3.1375 0.3583 0.0 0.0 0.1
H 8.7755 1.9353 1.6498 0.0 0.0 0.0
H 6.4868 3.2355 0.2418 0.0 0.1 0.2
H 6.5120 2.3984 1.8081 0.0 0.0 0.0
H 3.8548 1.9413 -0.5379 0.0 0.1 -0.1
H 4.2244 2.6349 1.0476 0.0 0.1 0.0
H 1.8633 1.9932 0.8909 0.0 -0.1 0.1
H 2.6943 1.0408 2.1481 -0.1 0.1 0.0
H -0.8679 -2.3353 -1.9722 0.0 0.0 0.0

---

[3]
67
Properties=species:S:1:pos:R:3:forces:R:3 method="wB97M-V/def2-TZVPD" de_lowest_kcal_mol=8.8 charge=+1 e_homo_ev=-10.28 max_force_ev_per_a=0.9
Pt -0.0470 -1.3113 0.2477 -0.5 0.1 -0.2
C -4.2704 0.8222 0.4385 0.0 0.0 -0.1
C -3.9460 -0.0799 -0.7171 -0.1 0.0 0.0
C -4.6931 0.0175 -1.8928 0.0 0.0 0.0
C -4.3720 -0.7008 -3.0301 0.0 0.0 0.0
C -3.2429 -1.5088 -3.0266 0.0 0.1 0.0
C -2.4837 -1.6366 -1.8755 0.0 0.0 -0.1
C -1.2296 -2.4703 -1.9074 -0.1 0.0 0.4
C -2.8724 -0.9778 -0.7010 0.1 0.0 0.2
N -2.0415 -1.1593 0.4279 -0.2 0.0 -0.1
C -2.4790 -1.2469 1.7049 0.1 0.2 0.3
O -3.6084 -1.3392 2.1473 0.0 -0.1 -0.1
C -1.3007 -1.2102 2.6875 0.0 0.2 -0.1
C -1.3656 -1.5001 4.0344 0.1 0.1 0.0
C -0.1754 -1.5372 4.7587 0.0 0.0 0.1
C 1.0553 -1.3217 4.1407 -0.1 0.1 0.0
C 1.0600 -1.0508 2.7872 0.0 0.2 0.0
N -0.1053 -0.9295 2.1442 0.1 -0.9 -0.1
C 2.2900 -0.9503 1.8862 -0.2 0.0 0.1
O 3.3739 -0.6945 2.3938 0.1 0.1 -0.1
N 1.9706 -1.1702 0.5973 0.0 0.0 -0.1
C 2.9853 -1.1908 -0.4055 0.0 0.0 0.1
C 3.2293 -2.3864 -1.0848 0.0 -0.1 0.0
C 2.4872 -3.6554 -0.7599 0.0 0.0 0.0
C 4.2012 -2.3987 -2.0808 0.0 0.0 0.0
C 4.9221 -1.2602 -2.3929 0.0 0.0 0.0
C 4.6642 -0.0792 -1.7151 0.0 0.0 0.0
C 3.6916 -0.0261 -0.7261 0.1 -0.1 -0.1
C 3.3785 1.2720 -0.0430 0.0 0.0 -0.1
H -4.8764 1.6604 0.0954 0.0 0.0 0.0
H -3.3564 1.2260 0.8811 0.0 0.0 0.0
H -4.8091 0.2949 1.2240 0.0 0.0 0.0
H -5.5426 0.6905 -1.9054 0.0 0.0 0.0
H -4.9776 -0.6117 -3.9221 0.0 0.0 0.0
H -2.9449 -2.0361 -3.9249 0.0 0.0 0.0
H -0.9049 -2.6911 -2.9225 0.0 0.0 0.0
H -1.2933 -3.3957 -1.3373 0.0 0.0 0.0
H -0.3478 -1.8834 -1.5197 0.6 0.2 -0.3
H -2.3298 -1.7185 4.4716 0.0 0.0 0.0
H -0.2040 -1.7743 5.8144 0.0 0.0 0.0
H 1.9983 -1.4024 4.6626 0.0 0.0 0.0
H 2.0574 -3.6357 0.2394 0.0 0.0 0.0
H 3.1581 -4.5116 -0.8236 0.0 0.0 0.0
H 1.6750 -3.8332 -1.4710 0.0 0.0 0.0
H 4.4051 -3.3267 -2.6015 0.0 0.0 0.0
H 5.6860 -1.2928 -3.1582 0.0 0.0 0.0
H 5.2210 0.8182 -1.9578 0.0 0.0 0.0
H 3.7656 2.1117 -0.6222 0.0 0.0 0.0
H 3.8115 1.3089 0.9608 0.1 -0.1 0.0
H 2.2931 1.3655 0.0372 0.1 0.0 -0.2
N -1.8711 3.4415 -1.9544 0.0 0.0 0.0
C -0.5477 3.9550 -1.4356 0.0 0.0 -0.2
P -0.5847 3.1938 0.2381 -0.1 0.0 0.3
O -1.7498 3.8235 0.9025 0.0 0.0 -0.1
O -0.4835 1.7222 -0.0331 0.0 0.0 0.0
C 0.9903 3.5287 1.1436 0.1 -0.1 0.1
N 1.1885 2.2654 1.9405 -0.1 0.1 0.1
H -2.0973 3.7726 -2.8909 0.0 0.0 0.0
H -2.6050 3.7304 -1.2923 0.0 0.0 0.0
H -1.8581 2.4133 -1.9393 0.0 0.0 0.0
H -0.5919 5.0409 -1.4338 0.0 0.0 0.0
H 0.2405 3.5817 -2.0853 0.0 0.0 0.0
H 0.9490 4.3896 1.8044 0.0 0.0 0.0
H 1.8409 3.6004 0.4692 0.0 0.1 0.0
H 0.8372 1.4954 1.3262 -0.1 0.0 0.1
H 0.6189 2.2647 2.7874 0.0 0.0 0.0
H 2.1635 2.0987 2.1948 0.0 -0.1 0.0

---

Record-wise electronic energy values, in a.u.: -1511.7330; -1545.9422; -2006.5387